# 1
{"formula": "C8H17NiP2", "method": "ωB97M-V/def2-TZVPD", "charge": -1, "total_energy_ev": -68189.815, "spin_multiplicity": 3, "homo_lumo_gap_ev": [2.93, 7.16], "symbols": ["Ni", "H", "H", "H", "C", "C", "C", "H", "H", "C", "H", "H", "C", "C", "H", "H", "H", "H", "C", "P", "H", "H", "C", "H", "H", "H", "P", "H"], "coordinates": [[0.60570, -0.01775, 0.49850], [1.38023, -2.71055, -0.45529], [1.59852, -0.12042, 3.67253], [-0.28675, 2.60706, -0.63505], [1.14677, -1.09621, 3.47043], [-1.50111, -0.04412, 3.06392], [-0.81179, -2.58040, 1.97441], [1.92572, -1.75865, 3.08006], [-1.76658, -0.60524, 3.96836], [-0.66036, -0.75077, -2.26365], [-1.05723, -2.85363, -1.62460], [-2.37180, 0.00457, 2.40056], [0.85023, -1.89442, -0.93313], [0.43515, 0.11610, -2.06084], [-1.20111, -2.95799, 2.92870], [-1.61876, -2.54744, 1.23337], [1.07899, 2.94927, 1.06030], [2.51753, -0.38510, -1.26225], [-0.41706, -1.97500, -1.59401], [0.07654, 2.03595, 0.62107], [0.59217, 1.06891, -2.55893], [-1.02423, 2.50601, 1.39500], [1.45137, -0.60641, -1.28692], [-1.19830, 0.97327, 3.33067], [-1.52858, -0.54433, -2.89020], [-0.02356, -3.24359, 1.60091], [-0.13713, -0.90078, 2.20463], [0.73824, -1.51386, 4.39736]], "atomic_forces_ev_per_a": [[0.5, -0.1, -1.6], [-0.1, 0.1, 0.0], [-0.1, -0.1, -0.1], [0.1, 0.4, 0.1], [-0.1, -0.3, 0.6], [-0.1, -0.4, 0.4], [-0.2, -0.2, 0.5], [-0.1, 0.1, 0.0], [-0.1, 0.2, 0.0], [0.3, -0.3, 0.2], [0.0, 0.2, 0.2], [0.1, 0.0, 0.1], [-0.1, 1.0, -1.1], [1.0, -1.3, 0.2], [0.0, -0.2, -0.2], [0.2, 0.0, 0.1], [-0.7, 0.2, -0.3], [-0.4, 0.1, 0.2], [0.7, 0.4, 0.2], [0.3, 0.4, 0.3], [-0.1, -0.1, 0.3], [0.2, 0.2, 0.1], [-1.1, -0.5, -0.8], [0.0, -0.2, 0.0], [0.2, 0.1, 0.3], [-0.2, 0.2, 0.1], [-0.3, 0.0, 0.3], [0.1, -0.1, 0.2]]}

# 2
{"formula": "C8H17O4PS", "method": "ωB97M-V/def2-TZVPD", "charge": 0, "total_energy_ev": -36882.000, "relative_energy_ev": 2.0143, "homo_lumo_gap_ev": 8.56, "symbols": ["H", "H", "H", "H", "C", "O", "C", "S", "H", "O", "C", "H", "O", "P", "H", "C", "C", "H", "H", "H", "H", "H", "H", "O", "H", "C", "H", "H", "C", "C", "H"], "coordinates": [[0.26608, 2.34258, -1.96133], [-2.07465, 1.57125, -0.93716], [4.06459, 1.56389, -2.39504], [4.26819, -0.24196, -2.28973], [1.88201, -1.92570, 1.01006], [2.37315, -1.11285, 0.00981], [-2.06962, -0.44107, 3.18138], [-0.40332, -0.09371, -0.80946], [-2.58426, 0.41085, 2.66067], [2.36852, 0.69111, -1.60369], [-1.47171, 1.11390, -1.70460], [-3.39018, -1.84173, 2.17257], [-2.88364, 0.01599, 0.43199], [2.27102, 0.58734, 0.07024], [-1.87804, -2.59285, 2.85165], [-2.18561, -1.68490, 2.40388], [-0.64739, 2.12465, -2.44122], [-2.07447, 0.57809, -2.26322], [-2.50706, -0.63633, 4.09759], [-1.01987, 3.12469, -2.60678], [2.06351, -1.36350, 1.87409], [0.85130, -2.13419, 0.78864], [2.40094, -2.89408, 0.89840], [-1.51407, -1.60733, 1.21232], [-1.00986, -0.19304, 3.15123], [3.49491, 0.66504, -2.45700], [-0.00707, 1.55848, 0.72502], [3.07082, 0.54022, -3.38769], [-1.89336, -0.68355, 0.34834], [0.53843, 0.79200, 0.33320], [-0.29930, 1.76669, -3.36417]], "atomic_forces_ev_per_a": [[1.1, 0.0, 1.2], [-0.1, 0.2, 0.3], [0.4, 0.8, 0.0], [-1.9, 1.8, -0.1], [0.3, -1.0, -1.4], [0.8, 1.7, -2.0], [0.8, 1.5, -2.1], [-0.8, 0.0, 1.2], [0.3, -0.9, 0.7], [-0.5, 0.2, 0.7], [2.7, 2.6, 3.1], [2.8, 0.2, 0.4], [1.0, -1.5, -0.4], [0.2, -1.0, -0.4], [0.6, -0.6, 0.7], [-5.6, -0.5, -0.4], [0.3, 0.4, -0.1], [-3.0, -2.7, -3.0], [-0.4, 0.1, 2.2], [-1.0, 0.0, 0.1], [-0.2, -0.2, 2.3], [-0.8, 0.0, 0.6], [0.1, 0.4, 0.7], [1.4, 0.0, -2.9], [0.2, 0.2, 0.9], [1.9, -2.3, 2.4], [-0.9, 2.3, 1.3], [-0.5, -0.2, -2.3], [-0.2, 2.2, 0.1], [0.7, -2.8, -2.4], [0.1, -0.7, -1.6]]}

# 3
{"formula": "C8H17O9Zr", "method": "ωB97M-V/def2-TZVPD", "charge": -3, "total_energy_ev": -28274.877, "relative_energy_ev": 3.5359, "homo_lumo_gap_ev": 4.24, "symbols": ["O", "H", "C", "O", "C", "H", "H", "C", "Zr", "H", "H", "H", "O", "O", "O", "H", "H", "H", "H", "C", "H", "C", "C", "C", "H", "H", "H", "O", "H", "H", "H", "C", "O", "O", "O"], "coordinates": [[0.85037, -1.90551, -0.82112], [2.30220, -3.87626, 1.23554], [1.58863, -3.82612, 0.41310], [-0.57992, 0.28481, -2.21899], [-3.13246, -1.21188, 0.04993], [-1.64842, 1.73386, -3.26461], [-3.93816, -1.27302, 0.78150], [-1.35105, 2.57419, -1.15558], [0.05362, 0.12327, 0.07066], [4.07140, 1.65393, 0.08764], [3.45456, 0.83979, 1.44102], [2.71395, 3.64192, 0.47240], [2.14498, 0.83730, -0.18479], [0.17448, 0.67169, 2.26809], [-0.60745, 2.28912, 0.02967], [-3.51114, -0.37244, -0.53320], [-0.06887, 0.36657, 3.14211], [0.64419, 1.49136, 2.42219], [0.69655, -4.45191, 0.43912], [1.11941, -2.40116, 0.24303], [-3.01242, -3.36410, -0.20601], [-0.90864, 1.66907, -2.46673], [-3.17975, -2.52884, -0.88604], [3.13259, 1.46506, 0.60828], [-0.00352, 2.10785, -2.88664], [-1.22225, 3.61488, -1.45302], [-2.40669, 2.51644, -0.89028], [-2.46947, -2.70854, -2.10427], [-4.22930, -2.72513, -1.10517], [3.67725, 3.33361, 1.77796], [2.13474, -4.16349, -0.46784], [2.81163, 2.90687, 1.27130], [-1.88100, -0.77536, 0.60481], [1.61904, 3.09780, 2.05061], [0.96104, -1.63546, 1.23546]], "atomic_forces_ev_per_a": [[-0.5, 0.4, -4.1], [-0.6, -0.3, 0.4], [0.4, 0.2, -0.7], [0.0, 2.0, 2.8], [1.4, 0.5, -1.8], [-0.7, 0.1, -0.1], [0.0, -0.7, 1.0], [1.2, -1.5, -0.1], [-1.4, 1.2, -2.5], [0.3, 0.0, -0.9], [-0.2, -0.6, 0.5], [0.0, 0.0, -1.1], [-0.6, 0.2, 1.1], [-0.6, -0.7, 0.4], [-0.1, -2.1, -1.6], [0.0, 0.2, -0.8], [-0.2, -0.6, -0.3], [1.3, 2.4, -0.5], [0.1, -0.1, 0.6], [0.1, 0.5, 1.9], [0.7, -0.7, 0.9], [0.5, -1.0, 1.8], [1.4, -0.1, -1.5], [-1.3, 1.1, 0.8], [0.4, 0.7, 0.1], [0.4, 0.6, -0.2], [-0.6, -0.6, -0.4], [-1.0, 0.7, 2.2], [-1.4, 0.6, 0.1], [1.1, -0.6, 0.7], [-0.1, 0.2, -0.3], [-3.1, 0.0, 0.0], [0.8, -0.1, -0.5], [1.8, -1.5, -0.1], [0.3, -0.5, 2.2]]}